(1)
Here is a single C5H14N2O molecule at a distorted geometry from the OMol25 dataset. Energies are from wB97M-V/def2-TZVPD.

The geometry in XYZ format:
```
22
C5H14N2O (wB97M-V/def2-TZVPD)
C -1.82892 0.04698 1.38809
N -0.87106 -0.78734 0.64500
C -0.41009 -0.05836 -0.60064
C -1.34680 -0.06293 -1.81431
C 0.94051 -0.68945 -0.90919
N 2.11275 -0.07724 -0.29629
C 2.14788 0.21347 1.11161
O 1.90440 1.66226 1.22282
H -2.22426 -0.51131 2.22994
H -2.74800 0.36246 0.85589
H -1.32551 0.94594 1.73964
H -1.45449 -1.48674 0.16567
H -0.21368 0.94650 -0.26541
H -2.27840 0.40794 -1.56341
H -1.56103 -1.03670 -2.26914
H -1.01400 0.63898 -2.59715
H 1.09036 -0.85977 -1.98058
H 0.94386 -1.76228 -0.66813
H 2.51224 0.61976 -0.91471
H 3.19381 0.17120 1.49433
H 1.47341 -0.46446 1.62856
H 0.95704 1.78106 1.39741
```

## Properties
energy relative to the best compared isomer or geometry (same formula, charge and spin) = 254.7 kJ/mol
max |F| = 0.0541 hartree/bohr
charge = 0
structure (SMILES) = CN[C@H](C)CNCO

Here are the Mulliken charges for atoms 1 to 2, given in e: C -0.800; N -0.333



(2)
Here is C5H14N2O2 as an isolated structure at a distorted geometry from the OMol25 dataset. Energies are from wB97M-V/def2-TZVPD.

The geometry in XYZ format:
```
23
C5H14N2O2 (wB97M-V/def2-TZVPD)
C 0.46508 0.83288 1.33796
C 1.92627 0.49413 1.20636
C 0.22886 0.11525 -1.41852
C 0.08095 2.28764 1.25848
O -0.32434 0.01896 1.83577
H -0.18051 -1.46140 1.08158
H 0.56255 2.78332 0.41714
H 2.04324 -0.53502 0.87345
H 2.44299 1.15488 0.51639
H 2.37833 0.56895 2.19913
H 0.52238 1.11816 -1.11349
H -0.44989 0.31263 -2.25391
H 1.10081 -0.42895 -1.78676
H -0.99869 2.39406 1.16134
H 0.40427 2.78122 2.17957
C -0.83748 -1.46087 -0.70715
N -2.06949 -0.96093 -0.27871
N -0.89756 -2.25352 -1.84433
O -0.10697 -2.03943 0.26752
H -1.75272 -2.21248 -2.38034
H -1.96681 -0.38490 0.55120
H -2.56757 -0.47278 -1.00967
H -0.00368 -2.65181 -2.09302
```

## Properties
energy relative to the best compared isomer or geometry (same formula, charge and spin) = 272.5 kJ/mol
max |F| = 0.0505 hartree/bohr
charge = 0

Here are the Mulliken charges for atoms 1 to 2, given in e: C 1.017; C -1.128



(3)
Here is a 2-piece molecular cluster, C5H14N2O2 overall at a distorted geometry from the OMol25 dataset. Energies are from wB97M-V/def2-TZVPD.

The geometry in XYZ format:
```
23
C5H14N2O2 (wB97M-V/def2-TZVPD)
C 2.17827 0.88416 -0.20009
C 1.53880 -1.18792 0.83684
C -1.90538 -0.15702 1.08218
C -1.12354 1.67990 -0.30871
N 1.16746 0.16499 0.52577
N -1.07769 0.26378 -0.02244
H -0.70132 2.22364 0.54110
H -0.52572 1.88503 -1.19319
H 2.87958 1.24427 0.57362
H 2.72185 0.30007 -0.94707
H 1.75020 1.76864 -0.66763
H 2.04088 -1.72100 0.02344
H 0.66871 -1.74882 1.16918
H 2.23343 -1.11294 1.69137
H -1.89128 -1.23827 1.16389
H -2.94395 0.18846 0.98325
H -1.48853 0.28425 1.99485
H -2.15077 2.03155 -0.47121
C -0.79622 -0.60316 -1.19740
O -1.06900 -1.95686 -0.78277
O 0.41666 -0.39331 -1.63121
H -0.36306 -2.46387 -1.19970
H -1.55938 -0.33560 -1.96407
```

## Properties
energy relative to the best compared isomer or geometry (same formula, charge and spin) = 550.8 kJ/mol
max |F| = 0.0236 hartree/bohr
charge = 0

Here are the Mulliken charges for atoms 1 to 2, given in e: C -0.859; C -0.803



(4)
Here is C5H14N2O2 as an isolated structure at a distorted geometry from the OMol25 dataset. Energies are from wB97M-V/def2-TZVPD.

The geometry in XYZ format:
```
23
C5H14N2O2 (wB97M-V/def2-TZVPD)
C -1.25732 -0.63281 0.50980
C -1.57295 -0.89510 -0.92489
C -1.97999 0.48120 1.19158
C -0.56252 -1.57488 1.24638
N 0.34107 1.78580 -1.18982
O 0.57713 1.01189 -0.05448
H 0.45641 2.76462 -0.92654
H -0.62031 1.65379 -1.49857
H -0.70204 -1.57436 2.32251
H -2.14418 -0.10268 -1.39854
H -2.13643 -1.82841 -1.01168
H -0.66492 -1.00981 -1.51253
H -1.68916 0.58780 2.23437
H -1.80643 1.43714 0.70134
H -3.05765 0.28876 1.14979
H 0.83121 -1.17876 1.12888
H -0.45259 -2.56461 0.81472
C 2.97118 0.46143 -0.74879
N 1.77363 -0.24247 -0.31122
O 1.92815 -0.71273 0.90569
H 2.67442 1.12803 -1.55760
H 3.65373 -0.29632 -1.14052
H 3.43956 1.01248 0.07011
```

## Properties
energy relative to the best compared isomer or geometry (same formula, charge and spin) = 738.1 kJ/mol
max |F| = 0.0520 hartree/bohr
charge = 0

Here are the Mulliken charges for atoms 1 to 2, given in e: C 1.613; C -1.538



(5)
Here is a 3-piece molecular cluster, C5H14N2O2 overall at a distorted geometry from the OMol25 dataset. Energies are from wB97M-V/def2-TZVPD.

The geometry in XYZ format:
```
23
C5H14N2O2 (wB97M-V/def2-TZVPD)
C 3.12227 0.88104 0.19878
C 1.95604 -0.05140 0.37350
C 2.23046 -1.49292 0.67321
N 0.73932 0.32229 0.26508
N 0.40215 1.60509 -0.07747
H 4.06660 0.34748 0.28116
H 3.07447 1.36942 -0.77799
H 3.11441 1.66876 0.95911
H 2.80036 -1.58793 1.60075
H 1.30518 -2.05739 0.76948
H 2.83440 -1.93717 -0.12194
H 1.02924 2.32934 0.25578
H -0.57275 1.76255 0.17136
O -2.39732 1.02290 0.51888
C -2.48785 -0.25629 0.67996
O -1.46216 -1.04333 0.79845
H -3.41462 -0.71900 1.03165
H -0.59075 -0.55693 0.53586
C -3.16474 -0.41099 -1.60107
H -2.94704 0.58519 -0.76296
H -2.19544 -0.71963 -1.98298
H -3.63980 0.21198 -2.36534
H -3.80245 -1.27306 -1.42326
```

## Properties
energy relative to the best compared isomer or geometry (same formula, charge and spin) = 369.6 kJ/mol
max |F| = 0.0961 hartree/bohr
charge = 0
structure (SMILES) = CC(C)=NN.O=CO.C

Here are the Mulliken charges for atoms 1 to 2, given in e: C -1.527; C 0.945



(6)
Here is a single C5H14N2O2 molecule at a distorted geometry from the OMol25 dataset. Energies are from wB97M-V/def2-TZVPD.

The geometry in XYZ format:
```
23
C5H14N2O2 (wB97M-V/def2-TZVPD)
C 1.84877 -1.42612 -0.54157
N 1.50926 -0.06652 -0.88339
C 0.14418 0.37673 -0.89933
O 0.21312 1.71325 -1.35287
O -0.52384 -0.31747 -1.91762
C -0.70090 0.32843 0.44916
C -1.33803 -1.03482 0.74608
C 0.26484 0.75409 1.65828
N -1.83396 1.29859 0.39999
H 1.68142 -1.65264 0.51281
H 2.91453 -1.59446 -0.72620
H 1.30374 -2.14452 -1.16154
H 2.07826 0.63958 -0.42411
H -0.69393 1.86904 -1.66098
H 0.16699 -0.45448 -2.58634
H -2.06207 -1.32738 -0.02538
H -1.88327 -1.01816 1.69820
H -0.59425 -1.83099 0.80894
H 1.08465 0.06459 1.87634
H 0.64467 1.76819 1.50516
H -0.32634 0.74335 2.58057
H -1.46735 2.24801 0.33868
H -2.43051 1.06371 -0.39490
```

## Properties
energy relative to the best compared isomer or geometry (same formula, charge and spin) = 104.9 kJ/mol
max |F| = 0.0279 hartree/bohr
charge = 0
structure (SMILES) = CNC(O)(O)C(C)(C)N

Here are the Mulliken charges for atoms 1 to 2, given in e: C -0.854; N -0.352



(7)
Here is an isolated ion of composition C5H14N2P and charge +1 at a distorted geometry from the OMol25 dataset. Energies are from wB97M-V/def2-TZVPD.

The geometry in XYZ format:
```
22
C5H14N2P (wB97M-V/def2-TZVPD)
C -1.65711 -1.44727 0.10987
C 0.21953 0.43403 0.34672
C 0.80971 1.17071 1.65190
C -0.71207 1.36570 -0.42569
C 1.77523 0.07012 -1.48378
N 1.18741 -0.24998 -0.27317
N -0.60054 -0.76703 0.97698
P -1.02795 -2.03281 -1.67216
H -1.96366 -2.36530 0.69279
H -2.39744 -0.73657 -0.04886
H 1.70037 0.71695 1.98213
H 0.05814 1.29432 2.48890
H 1.09016 2.23267 1.43711
H -0.10331 2.20485 -0.89784
H -1.45901 1.68764 0.16631
H -1.11500 0.95090 -1.30808
H 1.82161 -0.81915 -2.07892
H 1.22211 0.71977 -2.10496
H 2.69985 0.52847 -1.32354
H -1.10980 -0.39125 1.80526
H 0.17047 -1.28812 1.32641
H -0.60869 -3.27867 -1.36739
```

## Properties
energy relative to the best compared isomer or geometry (same formula, charge and spin) = 309.7 kJ/mol
max |F| = 0.0854 hartree/bohr
charge = +1

Here are the Mulliken charges for atoms 1 to 2, given in e: C -0.794; C 1.265



(8)
Here is a single C5H14N2S molecule at a distorted geometry from the OMol25 dataset. Energies are from wB97M-V/def2-TZVPD.

The geometry in XYZ format:
```
22
C5H14N2S (wB97M-V/def2-TZVPD)
C -0.14535 -2.34595 -0.47135
C 0.30198 -1.32898 -1.53901
N -0.83003 -0.82554 -2.34176
C 0.91318 -0.12179 -0.85463
N -0.12531 0.54529 -0.00926
C 0.49652 1.51386 0.93055
C -0.18272 1.38255 2.33266
S -0.73373 2.95326 3.08379
H 0.74008 -2.82111 -0.04460
H -0.75423 -1.82410 0.27164
H -0.74849 -3.14005 -0.91100
H 1.01381 -1.85008 -2.18078
H -1.59239 -0.65939 -1.68416
H -1.20860 -1.59375 -2.90023
H 1.24058 0.60045 -1.60637
H 1.72656 -0.44206 -0.21209
H -0.57635 1.13590 -0.70024
H 0.39960 2.52139 0.55893
H 1.50639 1.16244 1.11784
H -1.04895 0.73625 2.22903
H 0.46341 0.82088 3.01879
H -0.85596 3.58053 1.91226
```

## Properties
energy relative to the best compared isomer or geometry (same formula, charge and spin) = 46.8 kJ/mol
max |F| = 0.0422 hartree/bohr
charge = 0
structure (SMILES) = C[C@@H](N)CNCCS

Here are the Mulliken charges for atoms 1 to 2, given in e: C -1.285; C 0.224



(9)
Here is a 2-piece molecular cluster, C5H14N3 overall at a distorted geometry from the OMol25 dataset. Energies are from wB97M-V/def2-TZVPD.

The geometry in XYZ format:
```
22
C5H14N3 (wB97M-V/def2-TZVPD)
N 1.10450 0.68821 0.28205
C -0.06881 1.67229 0.30400
C -0.98843 1.42230 1.50383
N -1.92027 2.55302 1.51984
H 1.64084 0.69809 1.20957
H 0.75075 -0.31676 0.14968
H 1.73071 0.87179 -0.45797
H 0.31506 2.69452 0.39258
H -0.55968 1.55159 -0.68019
H -1.46740 0.37461 1.44133
H -0.29481 1.50731 2.43540
H -2.63863 2.40668 0.79276
H -2.49671 2.44994 2.38114
C -0.26052 -1.88729 -0.83915
C 0.57181 -2.37045 0.16026
C 1.01183 -1.89902 -2.80587
N -0.07974 -2.17230 -2.18876
H -1.23088 -1.29047 -0.61337
H 1.50047 -2.91352 -0.17921
H 0.23765 -2.35341 1.22580
H 1.26234 -2.25903 -3.81728
H 1.87993 -1.42809 -2.21645
```

## Properties
energy relative to the best compared isomer or geometry (same formula, charge and spin) = 294.0 kJ/mol
max |F| = 0.0600 hartree/bohr
charge = 0
spin multiplicity = 2
<S²> = 0.76

Here are the Mulliken charges for atoms 1 to 2, given in e: N -0.479; C -0.816



(10)
Here is a 2-piece molecular cluster, C5H14N3 overall at a distorted geometry from the OMol25 dataset. Energies are from wB97M-V/def2-TZVPD.

The geometry in XYZ format:
```
22
C5H14N3 (wB97M-V/def2-TZVPD)
C -2.10352 0.39403 -1.02586
C -1.04363 0.14564 -1.81353
N 0.33042 0.10079 -1.23491
N -3.36591 0.07558 -1.53186
H -2.00629 0.79865 -0.02958
H -1.13407 -0.27396 -2.84351
H 0.99589 -0.31258 -1.87866
H 0.66689 1.02177 -1.02167
H 0.36262 -0.46129 -0.41623
H -3.35598 -0.71688 -2.22011
H -3.99108 -0.07048 -0.69688
C -0.33468 -0.55920 1.68605
C 1.15212 -0.75104 1.55898
C 1.95260 0.28047 1.14102
N 3.34643 0.44592 1.31567
H -0.75267 0.41770 1.50741
H -0.90587 -1.21656 1.01616
H -0.61012 -0.72849 2.70809
H 1.56006 -1.66560 1.97491
H 1.50333 1.19338 0.65995
H 3.82034 0.95897 0.58375
H 3.93307 -0.36011 1.53416
```

## Properties
energy relative to the best compared isomer or geometry (same formula, charge and spin) = 297.7 kJ/mol
max |F| = 0.0472 hartree/bohr
charge = +1

Here are the Mulliken charges for atoms 1 to 2, given in e: C -0.005; C -0.501



(11)
Here is a 3-piece molecular cluster, C5H14N3 overall at a distorted geometry from the OMol25 dataset. Energies are from wB97M-V/def2-TZVPD.

The geometry in XYZ format:
```
22
C5H14N3 (wB97M-V/def2-TZVPD)
C -0.98408 -1.65321 1.16212
C 0.09211 -1.08259 0.71604
C -3.00705 0.58523 -1.39514
C 1.47656 -0.77899 -1.30127
C 3.39206 1.27216 1.89961
N 2.83788 1.34905 0.77872
N -2.97309 0.02580 0.01093
N 0.91138 -0.36753 -0.00416
H -1.10451 -2.54416 1.72100
H -1.90785 -1.09343 0.85712
H -2.02097 1.06776 -1.76772
H -3.21719 -0.13260 -2.13119
H -3.75501 1.40281 -1.38746
H 2.54664 -0.69066 -1.20442
H 1.17219 -1.79953 -1.63223
H 1.17230 0.01284 -2.05537
H 4.39506 1.61953 1.95237
H 2.86685 0.65718 2.68686
H -3.66795 -0.67696 0.14852
H 3.40984 1.46697 -0.07371
H -2.97085 0.85009 0.59464
H 1.33569 0.51021 0.42471
```

## Properties
energy relative to the best compared isomer or geometry (same formula, charge and spin) = 462.5 kJ/mol
max |F| = 0.0698 hartree/bohr
charge = +1

Here are the Mulliken charges for atoms 1 to 2, given in e: C -0.607; C 0.490



(12)
Here is C5H14N3O as an isolated structure at a distorted geometry from the OMol25 dataset. Energies are from wB97M-V/def2-TZVPD.

The geometry in XYZ format:
```
23
C5H14N3O (wB97M-V/def2-TZVPD)
C -0.94979 -0.84627 1.95775
C -0.21446 -1.36992 -0.92985
C 0.99578 0.74506 -1.10048
C 1.70446 -0.86938 0.60176
C -0.40254 0.13753 1.01799
N -0.00941 2.30447 0.56526
N -0.35647 1.39068 1.43093
N 0.44837 -0.30508 -0.11667
O -1.02404 -2.02149 1.68520
H -1.27785 -0.48984 2.97556
H -0.92102 -1.82525 -0.13799
H -0.78862 -0.88448 -1.75675
H 0.54388 -1.99319 -1.31270
H 0.16424 1.38876 -1.27149
H 1.74923 1.27038 -0.65680
H 1.20518 0.24011 -2.02975
H 2.34907 -1.34788 -0.17746
H 2.50373 -0.16661 0.87004
H 1.38774 -1.52075 1.45390
H -2.30479 0.68682 -0.10199
H -0.05684 3.25854 0.90628
H -2.96207 0.26234 0.12435
H -0.75958 1.58749 2.38717
```

## Properties
energy relative to the best compared isomer or geometry (same formula, charge and spin) = 640.0 kJ/mol
max |F| = 0.0665 hartree/bohr
charge = +1

Here are the Mulliken charges for atoms 1 to 2, given in e: C -0.294; C -0.764